This record from OMol25 describes C50H39FGeN3O7PS2Tc as an isolated structure at a distorted geometry. The level of theory is ωB97M-V/def2-TZVPD.

Properties
max |F|	0.1226	hartree/bohr
orbital gap (alpha / beta)	0.171 / 0.169	hartree
charge	-2
spin multiplicity	2

```
105
Properties=species:S:1:pos:R:3:forces:R:3
Tc -1.276 0.193 0.492 4.62 2.16 -3.71
C 0.765 -6.678 -1.972 0.18 0.21 -0.09
C 0.943 -5.550 -2.998 0.31 -0.71 -0.22
C 0.448 -6.058 -4.352 0.16 0.24 -0.02
C 0.464 -4.956 -5.395 -0.04 -0.13 0.11
C -0.314 -3.780 -4.881 -0.39 0.37 -1.19
C -0.956 -2.937 -5.795 0.34 -0.61 0.80
C -1.679 -1.862 -5.327 -0.36 0.48 0.19
F -2.297 -1.060 -6.244 0.20 -0.20 0.30
C -1.808 -1.591 -3.985 0.25 -0.34 -0.10
C -1.182 -2.434 -3.047 0.04 -0.07 -1.34
C -1.349 -2.181 -1.639 -1.43 1.51 1.38
O -2.146 -1.295 -1.185 1.08 -1.79 -1.13
C -0.570 -3.021 -0.775 0.23 -0.03 0.22
C 0.178 -4.036 -1.260 -0.46 0.53 -0.44
N 0.211 -4.362 -2.595 0.01 0.26 0.64
C -0.413 -3.533 -3.511 -0.40 0.42 0.39
C -0.661 -2.704 0.692 0.17 0.51 0.25
O -1.108 -3.548 1.481 -0.01 -0.54 -0.05
O -0.321 -1.528 1.021 0.34 -1.12 0.17
H 1.029 -7.628 -2.433 0.02 -0.07 -0.03
H -0.274 -6.711 -1.651 -0.06 -0.09 0.04
H 1.397 -6.553 -1.098 -0.01 -0.01 0.10
H 2.012 -5.293 -3.080 -0.13 -0.06 -0.06
H -0.575 -6.421 -4.236 -0.07 -0.10 0.06
H 1.075 -6.895 -4.666 -0.03 -0.01 0.09
H 0.024 -5.317 -6.329 0.05 0.10 0.04
H 1.496 -4.666 -5.609 0.03 0.04 -0.01
H -0.892 -3.133 -6.855 0.02 0.01 -0.10
H -2.373 -0.749 -3.624 -0.12 0.17 0.08
H 0.787 -4.622 -0.596 -0.03 -0.20 0.05
O -5.934 1.464 3.678 0.09 -0.12 -0.08
C -5.579 0.219 3.964 -0.44 0.23 0.36
O -6.132 -0.414 4.844 0.09 0.03 -0.26
C -4.459 -0.347 3.198 0.70 0.14 -0.76
C -3.919 -1.618 3.338 -0.11 0.31 -0.11
N -2.830 -1.698 2.562 -0.45 0.14 0.27
N -2.623 -0.559 1.907 -1.74 0.02 1.13
C -3.594 0.289 2.261 -0.13 -1.47 0.70
C -3.562 1.589 1.595 0.62 1.54 -1.19
O -4.468 2.432 1.785 0.00 -0.34 0.35
O -2.565 1.764 0.806 -1.58 0.10 0.81
H -5.377 1.893 2.931 -0.03 -0.17 0.03
H -4.263 -2.435 3.940 0.06 -0.11 0.14
H -2.192 -2.489 2.404 0.22 -0.08 -0.07
C -0.110 0.965 -0.702 -2.08 -1.18 1.75
Ge 0.859 1.587 -2.236 -0.09 0.22 0.30
C -0.421 2.657 -3.319 0.52 -0.41 0.15
C -0.127 3.172 -4.575 0.14 -0.04 -0.04
C -1.053 3.941 -5.262 0.07 0.07 -0.19
C -2.283 4.214 -4.686 -0.10 0.04 -0.05
C -2.581 3.712 -3.429 -0.19 0.11 -0.04
C -1.659 2.934 -2.753 0.01 -0.12 0.18
C 2.297 2.801 -1.572 -0.48 -0.49 -0.34
C 3.528 3.017 -2.173 -0.03 -0.11 -0.16
C 4.435 3.899 -1.609 0.25 0.09 -0.12
C 4.120 4.574 -0.441 0.07 0.09 -0.04
C 2.893 4.365 0.165 0.02 0.14 0.08
C 1.994 3.481 -0.399 -0.24 -0.13 0.01
C 1.552 -0.003 -3.212 -0.21 0.61 0.23
C 2.192 -0.962 -2.436 -0.01 0.12 0.19
C 2.723 -2.100 -3.012 0.10 -0.13 0.02
C 2.623 -2.290 -4.381 0.07 -0.08 -0.06
C 1.936 -1.372 -5.157 0.08 -0.02 -0.15
C 1.395 -0.238 -4.572 0.00 0.19 0.00
H 0.842 2.973 -5.019 0.06 0.04 -0.09
H -0.817 4.330 -6.246 0.01 0.00 0.00
H -3.006 4.817 -5.221 -0.03 0.02 0.00
H -3.536 3.930 -2.971 -0.07 0.00 0.04
H -1.886 2.527 -1.775 -0.10 0.00 0.09
H 3.776 2.488 -3.085 0.10 -0.01 -0.06
H 5.394 4.069 -2.086 0.02 -0.03 0.00
H 4.829 5.265 -0.004 0.05 0.01 0.03
H 2.640 4.889 1.076 -0.02 -0.05 0.10
H 1.043 3.284 0.075 -0.09 0.03 0.22
H 2.259 -0.803 -1.369 0.06 -0.07 0.17
H 3.216 -2.836 -2.393 0.10 -0.06 0.06
H 3.080 -3.156 -4.840 0.00 -0.09 -0.04
H 1.823 -1.537 -6.220 0.00 -0.01 -0.07
H 0.843 0.472 -5.174 -0.01 0.02 -0.10
S 2.972 -0.420 5.688 0.29 -0.23 0.24
P 1.753 0.970 4.995 -0.06 0.10 -0.40
S 1.557 1.220 3.038 -0.17 -0.01 0.17
C 0.125 0.734 5.820 0.28 -0.10 -0.28
C -1.025 0.525 5.075 0.14 0.14 -0.07
C -2.230 0.308 5.720 -0.27 -0.04 0.14
C -2.286 0.282 7.101 -0.13 -0.04 0.05
C -1.133 0.471 7.847 -0.02 0.02 0.19
C 0.070 0.696 7.207 0.04 0.05 0.02
C 2.244 2.604 5.674 -0.01 -0.23 -0.16
C 3.583 2.868 5.922 0.04 -0.06 0.07
C 3.981 4.132 6.316 0.05 0.16 0.02
C 3.040 5.138 6.460 0.08 0.22 0.05
C 1.702 4.881 6.200 -0.09 0.20 0.04
C 1.305 3.619 5.801 0.03 -0.03 0.04
H -0.953 0.550 3.995 0.01 0.02 -0.09
H -3.139 0.158 5.160 0.03 0.02 -0.03
H -3.233 0.108 7.595 -0.08 -0.01 0.04
H -1.181 0.438 8.928 0.03 0.02 0.07
H 0.981 0.834 7.774 0.06 -0.02 0.04
H 4.299 2.067 5.803 0.02 -0.09 0.01
H 5.027 4.348 6.503 0.04 -0.05 0.01
H 3.351 6.129 6.767 0.00 0.04 0.01
H 0.971 5.675 6.295 -0.02 0.00 0.02
H 0.268 3.416 5.573 -0.09 0.00 -0.02
```
Positions in Å, forces in eV/Å.